(a)
DFT (ωB97M-V with the def2-TZVPD basis set) results for 3 unconnected molecules or ions with the total composition C3H12O3.

For the orbital gap, the calculation gives 10.0 eV. The HOMO energy is -0.3479 Eh. Its SMILES is CO.CO.CO.

```
! wB97M-V def2-TZVPD RIJCOSX def2/J DEFGRID3
* xyz 0 1
C 2.079 -1.660 -0.865
O 2.568 -0.435 -0.394
H 1.790 -2.357 -0.079
H 1.115 -1.412 -1.308
H 2.864 -2.036 -1.522
H 1.856 0.204 -0.316
C -2.267 -0.744 0.516
O -2.382 0.223 -0.453
H -2.505 -0.557 1.564
H -3.130 -1.394 0.367
H -1.382 -1.378 0.466
H -3.287 0.539 -0.407
C 0.713 2.103 0.555
O 0.222 0.908 -0.026
H 0.006 2.509 1.279
H 1.522 1.564 1.048
H 0.915 2.910 -0.149
H -0.699 1.014 -0.278
*
```

(b)
DFT (ωB97M-V with the def2-TZVPD basis set) results for 3 unconnected molecules or ions with the total composition C3H12O3.

For the orbital gap, the calculation gives 11.0 eV. The HOMO energy is -0.3841 Eh. Its SMILES is CCCO.O.O.

```
! wB97M-V def2-TZVPD RIJCOSX def2/J DEFGRID3
* xyz 0 1
C 0.111 0.733 0.405
C 0.310 0.218 -1.038
C -0.742 -0.793 -1.413
O -0.661 -1.210 -2.784
H 0.969 0.474 1.010
H -0.180 1.774 0.449
H -0.717 0.142 0.774
H 1.308 -0.138 -1.311
H 0.132 1.032 -1.762
H -1.778 -0.471 -1.239
H -0.633 -1.711 -0.832
H -0.240 -0.525 -3.311
O -1.924 2.072 2.544
H -2.183 2.263 1.637
H -1.003 2.350 2.597
O 2.760 -1.476 1.669
H 1.866 -1.132 1.666
H 3.379 -1.023 1.092
*
```

(c)
DFT (ωB97M-V with the def2-TZVPD basis set) results for 3 unconnected molecules or ions with the total composition C3H12O3.

For the orbital gap, the calculation gives 11.2 eV. The HOMO energy is -0.3836 Eh. Its SMILES is CC(C)O.O.O.

```
! wB97M-V def2-TZVPD RIJCOSX def2/J DEFGRID3
* xyz 0 1
C 0.187 0.982 -0.445
C 0.310 -0.443 0.079
C 0.615 -1.469 -1.031
O 1.272 -0.561 1.097
H 0.131 1.650 0.419
H 1.114 1.169 -0.942
H -0.664 1.113 -1.097
H -0.674 -0.777 0.445
H 0.155 -1.193 -1.979
H 1.680 -1.607 -1.160
H 0.161 -2.410 -0.710
H 1.157 0.152 1.734
O -4.514 3.947 -0.258
H -5.143 3.217 -0.289
H -4.932 4.525 0.385
O 3.342 -2.616 1.482
H 2.485 -2.221 1.254
H 3.319 -3.459 1.018
*
```

Which one sits at the bottom of the stability order? (a) does.

(a)
DFT (ωB97M-V with the def2-TZVPD basis set) results for C2H5N in the gas phase.

For the orbital gap, the calculation gives 9.3 eV. The HOMO energy is -0.2971 Eh. Its SMILES is C=CN.

```
! wB97M-V def2-TZVPD RIJCOSX def2/J DEFGRID3
* xyz 0 1
C 0.171 1.005 0.645
C 0.405 -0.186 0.065
N -0.525 -0.934 -0.617
H -0.842 1.353 0.769
H 1.014 1.519 1.071
H 1.404 -0.596 0.166
H -1.262 -0.362 -1.003
H -0.365 -1.799 -1.097
*
```

(b)
DFT (ωB97M-V with the def2-TZVPD basis set) results for C2H5N in the gas phase.

For the orbital gap (alpha / beta), the calculation gives 9.2 / 9.5 eV. The HOMO energy (alpha / beta) is -0.3370 / -0.3518 Eh. Its SMILES is C=NC.

```
! wB97M-V def2-TZVPD RIJCOSX def2/J DEFGRID3
* xyz 0 1
C -1.396 0.646 -0.220
N -0.149 -0.184 0.835
C 1.007 -0.515 0.114
H -2.237 0.505 0.495
H -1.096 1.322 -0.998
H 0.721 -1.263 -0.735
H 1.628 -1.002 0.946
H 1.522 0.490 -0.438
*
```

Which one sits at the bottom of the stability order? (b) does.

(a)
DFT (ωB97M-V with the def2-TZVPD basis set) results for C4H8N2O in the gas phase.

For the orbital gap, the calculation gives 10.8 eV. The HOMO energy is -0.3623 Eh. Its SMILES is [H]/N=C1\OCC[C@@H]1N.

```
! wB97M-V def2-TZVPD RIJCOSX def2/J DEFGRID3
* xyz 0 1
H -2.250 0.817 -0.981
N -2.199 -0.189 -0.696
C -1.163 0.062 -0.029
O -0.814 1.424 -0.029
C 0.543 1.393 -0.433
C 1.093 0.353 0.533
C -0.007 -0.739 0.551
N 0.341 -1.847 -0.333
H 0.599 1.058 -1.482
H 0.966 2.394 -0.344
H 2.061 -0.043 0.233
H 1.155 0.826 1.517
H -0.225 -1.052 1.585
H 0.979 -2.478 0.146
H -0.486 -2.385 -0.574
*
```

(b)
DFT (ωB97M-V with the def2-TZVPD basis set) results for 2 unconnected molecules or ions with the total composition C4H8N2O.

For the orbital gap, the calculation gives 8.4 eV. The HOMO energy is -0.2694 Eh.

```
! wB97M-V def2-TZVPD RIJCOSX def2/J DEFGRID3
* xyz 0 1
C -1.704 0.452 0.005
C 0.590 -0.209 -0.125
C -2.405 -0.813 0.182
C 2.768 0.681 0.079
N -1.810 1.653 -0.159
N 0.668 -1.414 -0.383
O 1.345 0.827 0.131
H -1.916 -1.575 -0.424
H -2.317 -1.116 1.224
H -3.463 -0.727 -0.085
H 3.123 0.872 -0.937
H 3.071 -0.322 0.391
H 3.181 1.422 0.762
H -2.696 2.156 -0.186
H 1.566 -1.889 -0.475
*
```

Which one sits at the bottom of the stability order? (b) does.

(a)
DFT (ωB97M-V with the def2-TZVPD basis set) results for C4H8N2O in the gas phase.

For the orbital gap, the calculation gives 10.0 eV. The HOMO energy is -0.3418 Eh. Its SMILES is C=CN(CC)N=O.

```
! wB97M-V def2-TZVPD RIJCOSX def2/J DEFGRID3
* xyz 0 1
C -0.731 -2.432 -0.157
C -0.207 -1.370 0.372
N -0.598 0.033 0.061
C 0.365 1.038 0.510
C 1.366 1.397 -0.559
N -1.867 0.255 -0.238
O -2.195 1.449 -0.338
H -0.401 -3.426 0.309
H -1.423 -2.366 -0.988
H 0.376 -1.498 1.180
H 0.781 0.671 1.370
H -0.288 1.888 0.985
H 1.002 1.009 -1.417
H 1.511 2.476 -0.566
H 2.310 0.876 -0.524
*
```

(b)
DFT (ωB97M-V with the def2-TZVPD basis set) results for C4H8N2O in the gas phase.

For the orbital gap, the calculation gives 9.3 eV. The HOMO energy is -0.3132 Eh. Its SMILES is C/C=C\N(N)C=O.

```
! wB97M-V def2-TZVPD RIJCOSX def2/J DEFGRID3
* xyz 0 1
C -1.121 0.531 -1.599
C -0.510 -0.763 -1.144
C 0.310 -1.094 -0.121
N 0.654 -0.105 0.851
N 1.585 0.893 0.472
C 0.310 -0.437 2.114
O -0.361 -1.379 2.348
H -0.863 0.805 -2.526
H -0.950 1.451 -0.969
H -2.162 0.489 -1.380
H -0.597 -1.589 -1.854
H 0.574 -2.110 0.194
H 1.324 1.226 -0.457
H 1.371 1.720 1.042
H 0.437 0.363 3.029
*
```

Which one sits at the bottom of the stability order? (a) does.

(a)
DFT (ωB97M-V with the def2-TZVPD basis set) results for C4H8O4 in the gas phase.

For the orbital gap, the calculation gives 11.3 eV. The HOMO energy is -0.3808 Eh. Its SMILES is C1OCOCOCO1.

```
! wB97M-V def2-TZVPD RIJCOSX def2/J DEFGRID3
* xyz 0 1
C 1.123 -1.309 -0.136
O -0.119 -1.495 -0.729
C -1.350 -1.074 -0.154
O -1.862 0.175 -0.539
C -1.142 1.278 -0.185
O 0.325 1.571 -0.679
C 1.368 1.092 -0.086
O 1.833 -0.159 -0.596
H 1.868 -1.884 -0.338
H 1.062 -1.446 1.162
H -2.295 -1.502 -0.253
H -1.115 -1.066 0.871
H -1.019 1.139 0.913
H -1.814 2.136 -0.184
H 0.976 0.577 0.962
H 2.159 1.967 -0.029
*
```

(b)
DFT (ωB97M-V with the def2-TZVPD basis set) results for 2 unconnected molecules or ions with the total composition C4H8O4.

For the orbital gap, the calculation gives 10.7 eV. The HOMO energy is -0.3747 Eh. Its SMILES is O=CCCC(=O)O.O.

```
! wB97M-V def2-TZVPD RIJCOSX def2/J DEFGRID3
* xyz 0 1
O -1.419 -1.464 1.808
C -1.969 -1.001 0.814
C -1.386 -1.217 -0.652
C 0.097 -0.835 -0.618
C 0.360 0.659 -0.989
O 0.181 1.627 -0.288
O 0.902 0.876 -2.232
H -3.007 -0.500 0.945
H -1.753 -2.179 -1.108
H -1.987 -0.638 -1.398
H 0.754 -1.550 -1.175
H 0.584 -1.145 0.287
H 0.951 1.957 -2.380
O 2.791 1.608 2.290
H 2.979 2.442 2.437
H 1.923 1.359 2.257
*
```

Which one sits at the bottom of the stability order? (a) does.

(a)
DFT (ωB97M-V with the def2-TZVPD basis set) results for C2H3NOS3 in the gas phase.

For the orbital gap, the calculation gives 8.1 eV. The HOMO energy is -0.3177 Eh. Its SMILES is ONC(=S)C(=S)S.

```
! wB97M-V def2-TZVPD RIJCOSX def2/J DEFGRID3
* xyz 0 1
O -0.038 1.502 -0.620
N 1.144 0.768 -0.392
C 0.914 -0.509 -0.108
S 2.050 -1.540 0.376
C -0.582 -0.888 -0.008
S -1.317 -1.448 -1.335
S -1.423 -0.523 1.456
H -0.081 2.174 0.325
H 2.050 0.992 -0.622
H -2.718 -0.527 0.928
*
```

(b)
DFT (ωB97M-V with the def2-TZVPD basis set) results for C2H3NOS3 in the gas phase.

For the orbital gap, the calculation gives 8.0 eV. The HOMO energy is -0.3342 Eh. Its SMILES is OC(=S)C(=S)NS.

```
! wB97M-V def2-TZVPD RIJCOSX def2/J DEFGRID3
* xyz 0 1
O 1.888 0.105 -1.493
C 0.687 0.471 -1.163
S -0.208 1.469 -2.068
C 0.183 -0.257 0.127
S 1.124 -1.358 0.861
N -1.016 0.134 0.469
S -1.917 -0.751 1.603
H 2.239 -0.553 -0.835
H -1.554 0.765 -0.183
H -1.427 -0.026 2.682
*
```

Which one sits at the bottom of the stability order? (a) does.

(a)
DFT (ωB97M-V with the def2-TZVPD basis set) results for 2 unconnected molecules or ions with the total composition C2H3NOS3.

For the orbital gap, the calculation gives 7.2 eV. The HOMO energy is -0.3184 Eh.

```
! wB97M-V def2-TZVPD RIJCOSX def2/J DEFGRID3
* xyz 0 1
C -0.974 -0.007 0.192
C 0.511 -0.513 -0.061
H 1.072 1.934 0.344
H -1.732 1.923 0.669
H 2.800 0.700 -0.747
N -0.875 1.335 0.587
O 0.091 1.851 1.345
S -2.286 -0.668 -0.521
S 1.408 0.805 -1.125
S 1.255 -1.737 0.651
*
```

(b)
DFT (ωB97M-V with the def2-TZVPD basis set) results for 2 unconnected molecules or ions with the total composition C2H3NOS3.

For the orbital gap, the calculation gives 7.9 eV. The HOMO energy is -0.3491 Eh. Its SMILES is N#CC(=S)SO.S.

```
! wB97M-V def2-TZVPD RIJCOSX def2/J DEFGRID3
* xyz 0 1
N -0.390 -0.036 -1.062
C -0.256 -1.033 -0.511
C -0.112 -2.285 0.110
S -1.329 -3.381 0.062
S 1.429 -2.620 0.851
O 2.192 -1.171 0.779
H 2.747 -1.079 -0.006
S -1.175 3.425 -0.414
H -1.533 4.679 -0.658
H -1.573 3.500 0.850
*
```

Which one sits at the bottom of the stability order? (a) does.

(a)
DFT (ωB97M-V with the def2-TZVPD basis set) results for C3H3N3O in the gas phase.

For the orbital gap, the calculation gives 10.6 eV. The HOMO energy is -0.3863 Eh. Its SMILES is C=NNC(=O)C#N.

```
! wB97M-V def2-TZVPD RIJCOSX def2/J DEFGRID3
* xyz 0 1
C 1.918 0.358 0.013
N 0.699 0.455 -0.070
N -0.041 -0.629 0.056
C -1.408 -0.577 0.030
O -2.212 -1.475 -0.017
C -1.894 0.830 -0.034
N -2.366 1.899 0.035
H 2.547 1.246 -0.077
H 2.438 -0.536 0.236
H 0.321 -1.571 -0.171
*
```

(b)
DFT (ωB97M-V with the def2-TZVPD basis set) results for C3H3N3O in the gas phase.

For the orbital gap, the calculation gives 9.3 eV. The HOMO energy is -0.3588 Eh. Its SMILES is C1=NC=NOC=N1.

```
! wB97M-V def2-TZVPD RIJCOSX def2/J DEFGRID3
* xyz 0 1
C 0.653 1.271 0.154
N -0.666 1.372 0.169
C -1.593 0.295 -0.228
N -1.208 -0.992 -0.143
O 0.018 -1.254 0.504
C 1.206 -0.839 -0.163
N 1.565 0.342 -0.400
H 1.293 1.916 0.841
H -2.799 0.340 -0.593
H 1.931 -1.642 -0.243
*
```

Which one sits at the bottom of the stability order? (b) does.